Below is a molecular structure, C5H71BO32P2S2Si2 in a non-equilibrium geometry, with properties calculated with ωB97M-V with the def2-TZVPD basis set.

Structure (ORCA input):
```
! wB97M-V def2-TZVPD RIJCOSX def2/J DEFGRID3
* xyz 0 1
C -1.087 -0.929 2.719
C -0.303 -2.302 2.194
S -1.368 -3.302 1.005
C -0.613 -2.981 -0.679
Si -1.055 -1.133 -1.172
O -2.475 -0.716 -0.179
O 0.340 -0.167 -0.719
Si 0.460 1.318 -1.650
B 2.065 2.237 -0.994
O 2.229 3.703 -0.938
C 3.289 1.285 -0.435
C 3.932 1.810 1.007
P -1.212 2.734 -1.330
O -0.976 3.346 0.141
O -1.090 4.087 -2.474
O -2.796 2.021 -1.529
P -1.518 -1.168 -3.317
S -2.704 -2.733 -3.593
H -0.671 -0.526 3.743
H -2.223 -1.248 2.828
H -0.991 -0.082 1.883
H 0.712 -1.995 1.700
H -0.061 -2.919 3.163
H -0.937 -3.737 -1.521
H 0.562 -3.090 -0.567
H -3.267 -0.510 -0.756
H 0.554 1.109 -3.103
H 2.168 4.128 -1.846
H 4.131 1.179 -1.244
H 2.889 0.183 -0.215
H 4.965 1.235 1.119
H 4.103 2.989 1.016
H 3.156 1.512 1.856
H -0.273 3.974 -3.053
H -3.236 2.115 -0.617
H -2.289 -0.012 -3.777
H -0.386 -1.332 -4.192
O 2.720 6.562 -1.998
H 2.137 7.335 -2.050
H 2.400 6.080 -1.220
O 1.002 -0.928 -5.761
H 1.687 -0.282 -5.530
H 1.152 -1.101 -6.703
O 2.243 -3.927 0.842
H 2.862 -4.483 0.346
H 2.389 -4.179 1.766
O -0.372 -3.308 -6.248
H -0.935 -3.082 -5.492
H -0.472 -4.267 -6.337
O 2.047 -5.419 -6.924
H 1.399 -4.700 -6.878
H 2.447 -5.318 -7.800
O -3.714 -1.212 4.782
H -4.014 -0.462 5.317
H -4.535 -1.646 4.505
O 2.143 9.280 -1.225
H 2.126 10.046 -1.818
H 2.932 9.423 -0.681
O 0.838 -6.909 -4.181
H 0.190 -6.190 -4.135
H 1.238 -6.808 -5.058
O 0.662 1.356 3.519
H 0.014 2.076 3.565
H 1.062 1.458 2.642
O 2.474 -6.253 -1.823
H 2.456 -6.921 -1.122
H 1.981 -6.663 -2.550
O -4.666 -1.724 7.373
H -4.047 -2.280 6.878
H -4.520 -1.977 8.297
O 6.137 -0.015 2.153
H 6.258 -0.973 2.065
H 6.095 0.129 3.110
O 3.346 -0.051 -3.330
H 3.857 -0.866 -3.208
H 2.619 -0.133 -2.695
O -0.631 4.389 4.078
H -0.648 5.155 3.484
H 0.158 4.532 4.622
O -4.560 1.214 7.443
H -5.123 1.439 8.199
H -4.660 0.254 7.354
O -4.524 -4.068 4.908
H -3.839 -3.422 5.140
H -4.374 -4.241 3.967
O -7.105 -3.428 6.864
H -6.664 -4.204 6.487
H -6.374 -2.860 7.149
O -5.968 -3.823 -4.923
H -5.985 -3.057 -5.516
H -5.179 -3.680 -4.379
O -0.008 0.127 6.344
H -0.655 0.846 6.390
H 0.393 0.228 5.468
O 4.041 -4.128 -5.206
H 4.023 -4.796 -4.505
H 3.548 -4.537 -5.933
O 2.684 8.238 -4.327
H 1.805 7.919 -4.584
H 3.018 7.550 -3.732
O 2.395 -7.683 0.760
H 1.588 -7.555 1.283
H 3.075 -7.876 1.422
O 0.407 0.543 -7.897
H -0.489 0.176 -7.931
H 0.276 1.455 -7.598
O 2.510 8.979 -7.347
H 3.130 8.422 -7.843
H 2.656 8.726 -6.423
O -5.287 2.603 9.921
H -5.304 3.369 9.328
H -4.498 2.746 10.466
O -0.127 6.128 6.648
H -0.427 6.878 7.182
H -0.948 5.694 6.371
*
```

Properties
energy: -128539.94349 eV
highest occupied orbital energy: -0.299 Eh
lowest unoccupied orbital energy: -1.0 eV